1.
Below is a molecular structure, C24H19Cl2NO2SYb in a non-equilibrium geometry, with properties calculated with ωB97M-V with the def2-TZVPD basis set.

HOMO level (alpha / beta) in eV: -11.303 / -11.303
Total charge: +1
Gap between HOMO and LUMO (alpha / beta) in eV: 7.00 / 7.00
Calculated total energy in hartree: -3608.349736
⟨S²⟩: 0.7509
Spin multiplicity: 2

```
50
C24H19Cl2NO2SYb ωB97M-V with the def2-TZVPD basis set
Yb 0.008 -0.150 0.233
Cl 2.108 -5.593 -4.416
C 1.391 -4.493 -3.295
C 0.068 -4.704 -2.882
C -0.547 -3.853 -1.993
Cl -2.170 -4.147 -1.501
C 0.133 -2.739 -1.479
O -0.459 -1.916 -0.642
C 1.472 -2.541 -1.898
C 2.267 -1.456 -1.443
O 1.913 -0.553 -0.643
C 2.090 -3.428 -2.809
H -0.481 -5.552 -3.268
H 3.289 -1.397 -1.825
H 3.114 -3.256 -3.117
C 0.651 -3.649 6.504
C 1.578 -2.778 5.646
C 2.838 -2.436 6.451
C 1.989 -3.573 4.408
C 0.851 -1.483 5.280
C 0.394 -0.628 6.306
C -0.270 0.549 6.048
C -0.492 0.898 4.716
S -1.287 2.288 4.051
C -0.996 1.717 2.459
N -0.351 0.565 2.418
C -0.053 0.076 3.692
C 0.617 -1.115 3.970
C -1.425 2.443 1.245
C -2.091 3.661 1.382
C -2.504 4.349 0.255
C -2.249 3.819 -1.003
C -1.583 2.605 -1.125
C -1.150 1.877 -0.017
H 1.162 -4.575 6.777
H -0.261 -3.909 5.963
H 0.364 -3.146 7.427
H 3.363 -3.354 6.724
H 2.597 -1.907 7.374
H 3.521 -1.811 5.873
H 2.502 -4.485 4.715
H 2.677 -3.009 3.773
H 1.123 -3.872 3.811
H 0.568 -0.902 7.338
H -0.608 1.182 6.858
H 0.948 -1.748 3.157
H -2.292 4.083 2.360
H -3.022 5.293 0.357
H -2.571 4.353 -1.889
H -1.406 2.227 -2.126
```

Here are the natural (NBO) charges for atoms 1 to 5, given in e:
1 Yb 2.2995
2 Cl 0.0563
3 C -0.0813
4 C -0.1339
5 C -0.1349



2.
Below is C24H19Cl2NO4 in the gas phase, with properties calculated with ωB97M-V with the def2-TZVPD basis set.

HOMO level in eV: -8.971
Gap between HOMO and LUMO in eV: 8.77
SMILES: O=C(COC(=O)c1ccccc1C(=O)c1ccccc1)NCCc1ccc(Cl)cc1Cl
Calculated total energy in hartree: -2202.127191
ΔE to the lowest compared entry with this formula, charge and spin in eV: 0.184

```
50
C24H19Cl2NO4 ωB97M-V with the def2-TZVPD basis set
O 2.841 1.158 3.560
C 2.341 0.901 2.487
C 1.879 2.012 1.522
O 0.464 2.168 1.501
C -0.246 1.362 0.713
O 0.242 0.469 0.051
C -1.688 1.687 0.733
C -2.235 2.463 1.752
C -3.592 2.725 1.773
C -4.415 2.205 0.785
C -3.880 1.427 -0.227
C -2.515 1.170 -0.271
C -1.978 0.330 -1.388
O -2.349 -0.815 -1.533
C -1.047 0.996 -2.325
C -0.277 0.201 -3.174
C 0.615 0.783 -4.053
C 0.738 2.163 -4.102
C -0.035 2.960 -3.271
C -0.922 2.383 -2.382
N 2.155 -0.337 2.008
C 2.557 -1.520 2.735
C 1.456 -2.587 2.723
C 1.158 -3.029 1.319
C 0.028 -2.571 0.650
C -0.238 -2.916 -0.661
C 0.653 -3.737 -1.332
Cl 0.364 -4.158 -2.980
C 1.780 -4.232 -0.696
C 2.018 -3.875 0.620
Cl 3.425 -4.523 1.394
H 2.271 2.966 1.878
H 2.240 1.796 0.510
H -1.588 2.847 2.525
H -4.012 3.327 2.565
H -5.476 2.400 0.806
H -4.515 1.015 -0.997
H -0.384 -0.871 -3.118
H 1.216 0.163 -4.701
H 1.434 2.620 -4.790
H 0.057 4.035 -3.317
H -1.527 3.010 -1.742
H 1.707 -0.469 1.108
H 2.781 -1.208 3.758
H 3.469 -1.929 2.286
H 1.798 -3.435 3.318
H 0.553 -2.180 3.179
H -0.665 -1.925 1.167
H -1.120 -2.539 -1.152
H 2.464 -4.884 -1.216
```

Here are the natural (NBO) charges for atoms 1 to 5, given in e:
1 O -0.6144
2 C 0.6433
3 C -0.1620
4 O -0.4884
5 C 0.7892



3.
Below is C24H19Cl2NO4 in the gas phase, with properties calculated with ωB97M-V with the def2-TZVPD basis set.

HOMO level in eV: -8.984
Gap between HOMO and LUMO in eV: 8.70
SMILES: O=C(COC(=O)c1ccccc1C(=O)c1ccccc1)NCCc1ccc(Cl)cc1Cl
Calculated total energy in hartree: -2202.133964
ΔE to the lowest compared entry with this formula, charge and spin in eV: 0.000

```
50
C24H19Cl2NO4 ωB97M-V with the def2-TZVPD basis set
O 0.018 -4.319 1.184
C -0.267 -3.196 0.826
C -1.198 -2.322 1.677
O -1.713 -1.179 1.010
C -2.764 -1.386 0.199
O -3.283 -2.458 0.032
C -3.257 -0.119 -0.401
C -4.610 -0.038 -0.716
C -5.145 1.134 -1.215
C -4.329 2.241 -1.395
C -2.982 2.169 -1.090
C -2.429 0.990 -0.600
C -0.952 0.933 -0.407
O -0.255 0.137 -1.009
C -0.386 1.962 0.487
C 0.922 2.393 0.277
C 1.479 3.351 1.102
C 0.741 3.869 2.154
C -0.558 3.436 2.375
C -1.127 2.492 1.542
N 0.184 -2.624 -0.299
C 1.123 -3.310 -1.152
C 2.565 -3.210 -0.623
C 3.065 -1.797 -0.629
C 3.614 -1.261 -1.789
C 4.091 0.035 -1.846
C 4.025 0.823 -0.709
Cl 4.632 2.440 -0.746
C 3.478 0.331 0.463
C 2.994 -0.968 0.488
Cl 2.309 -1.535 1.970
H -2.018 -2.958 2.026
H -0.636 -1.943 2.535
H -5.225 -0.911 -0.557
H -6.195 1.189 -1.459
H -4.743 3.162 -1.778
H -2.343 3.026 -1.247
H 1.478 1.976 -0.549
H 2.489 3.691 0.927
H 1.177 4.613 2.804
H -1.127 3.839 3.200
H -2.135 2.146 1.717
H 0.003 -1.647 -0.495
H 1.053 -2.881 -2.153
H 0.837 -4.365 -1.179
H 2.582 -3.619 0.388
H 3.205 -3.825 -1.258
H 3.674 -1.882 -2.670
H 4.514 0.428 -2.757
H 3.422 0.946 1.347
```

Here are the natural (NBO) charges for atoms 1 to 5, given in e:
1 O -0.6313
2 C 0.6636
3 C -0.1700
4 O -0.5142
5 C 0.7841



4.
Below is a molecular structure, C24H19GeNReS4Sb in a non-equilibrium geometry, with properties calculated with ωB97M-V with the def2-TZVPD basis set.

HOMO level (alpha / beta) in eV: -16.975 / -16.974
Total charge: +3
Gap between HOMO and LUMO (alpha / beta) in eV: 4.57 / 4.56
Calculated total energy in hartree: -4967.742006
⟨S²⟩: 0.7782
Spin multiplicity: 2

```
51
C24H19GeNReS4Sb ωB97M-V with the def2-TZVPD basis set
Re 1.416 -0.714 -1.760
S 2.834 -2.091 -5.948
Sb 3.396 -3.075 -4.022
S 0.403 -2.455 -2.446
S 3.489 -0.855 -2.371
S 3.948 -4.611 -2.495
C 3.215 -1.007 1.390
Ge 1.348 -0.989 0.781
C 0.325 -2.532 1.513
C 0.327 -2.544 2.909
C -0.301 -3.589 3.575
C -0.938 -4.591 2.863
C -0.943 -4.578 1.476
C -0.315 -3.533 0.810
C 0.477 0.718 1.367
C 1.245 1.562 2.175
C 0.696 2.702 2.747
C -0.639 3.027 2.511
C -1.443 2.205 1.706
C -2.803 2.515 1.482
C -3.611 1.679 0.713
C -3.078 0.531 0.148
C -1.734 0.219 0.344
C -0.886 1.032 1.118
H 3.238 -1.018 2.481
H 3.771 -0.142 1.029
H 3.701 -1.915 1.036
H 0.811 -1.760 3.481
H -0.290 -3.604 4.657
H -1.448 -5.387 3.389
H -1.432 -5.366 0.920
H -0.327 -3.535 -0.271
H 2.286 1.337 2.373
H 1.308 3.338 3.373
H -1.065 3.920 2.953
H -3.221 3.409 1.930
H -4.658 1.912 0.569
H -3.711 -0.133 -0.425
H -1.338 -0.698 -0.084
N -1.944 5.413 -4.009
C -1.391 4.443 -3.738
C -0.727 3.231 -3.370
C -0.901 2.080 -4.153
C -0.262 0.910 -3.795
C 0.531 0.901 -2.643
C 0.753 2.061 -1.887
C 0.100 3.226 -2.242
H -1.528 2.111 -5.034
H -0.375 0.025 -4.407
H 1.441 2.081 -1.044
H 0.246 4.134 -1.672
```

Here are the natural (NBO) charges for atoms 1 to 5, given in e:
1 Re 0.5223
2 S -0.2535
3 Sb 1.2967
4 S 0.2129
5 S -0.0221